Entry 1:
This record from OMol25 describes a 14-piece molecular cluster, H28O14 overall. The level of theory is ωB97M-V/def2-TZVPD.

Properties
LUMO = -0.3 eV
Energy above the lowest of the compared OMol25 structures with the same formula, charge and spin = 307.14 kJ/mol
Gap between HOMO and LUMO = 10.928 eV
2S+1 = 1

XYZ file:
```
42
Properties=species:S:1:pos:R:3:mulliken_charge:R:1
O 2.10895 2.92268 -4.21418 -0.632
H 1.52600 3.56271 -4.62256 0.312
H 2.93173 3.39481 -4.08625 0.322
O 3.24933 3.60752 2.72054 -0.618
H 2.86766 4.10770 3.44190 0.309
H 2.71193 2.81731 2.66567 0.308
O 1.18902 -3.66272 -3.27995 -0.634
H 1.32215 -3.85282 -4.20859 0.323
H 1.74320 -4.29580 -2.82354 0.314
O 3.39873 -1.05614 -6.29628 -0.636
H 2.95615 -0.68224 -5.53434 0.323
H 4.15368 -0.48532 -6.43935 0.313
O 1.17174 -0.35409 5.03935 -0.639
H 0.93618 -1.13382 5.54211 0.310
H 1.31928 0.32223 5.70044 0.328
O -3.42912 -2.41898 -2.72729 -0.626
H -2.49566 -2.39424 -2.93767 0.313
H -3.52456 -1.81824 -1.98822 0.309
O -1.53478 4.31141 1.84241 -0.618
H -0.98324 3.53347 1.75980 0.312
H -1.05153 4.88630 2.43587 0.307
O -4.89539 1.76561 -0.02828 -0.631
H -5.82819 1.75966 0.18639 0.314
H -4.48077 2.20292 0.71542 0.318
O -2.70685 0.41200 4.60762 -0.629
H -2.95600 -0.39045 5.06613 0.302
H -1.77527 0.30066 4.41797 0.328
O 0.28596 0.03581 -0.02610 -0.634
H -0.36391 -0.54375 0.37141 0.318
H 0.13478 -0.04425 -0.96788 0.313
O 2.49535 -4.40649 3.37118 -0.625
H 1.67483 -4.31226 2.88735 0.317
H 2.36604 -3.88912 4.16606 0.307
O -2.72260 -3.27915 1.88837 -0.621
H -3.38941 -2.73977 2.31339 0.317
H -2.80468 -4.13618 2.30671 0.309
O -3.14127 2.21998 -4.89751 -0.631
H -3.26910 2.04136 -3.96585 0.319
H -2.55381 2.97540 -4.91865 0.312
O 4.79737 -0.34188 0.33823 -0.632
H 4.05078 -0.79117 0.73444 0.317
H 4.51531 -0.15067 -0.55626 0.314
```

---

Entry 2:
This record from OMol25 describes a 14-piece molecular cluster, H28O14 overall in a non-equilibrium geometry. The level of theory is ωB97M-V/def2-TZVPD.

Properties
LUMO = -0.6 eV
Energy above the lowest of the compared OMol25 structures with the same formula, charge and spin = 159.55 kJ/mol
Gap between HOMO and LUMO = 9.600 eV
2S+1 = 1

XYZ file:
```
42
Properties=species:S:1:pos:R:3:mulliken_charge:R:1
O -1.30612 -1.31986 2.20500 -0.607
H -2.22412 -1.12886 2.63900 0.294
H -1.45212 -2.03786 1.59000 0.313
O 1.44688 -2.99886 0.63100 -0.605
H 1.53788 -3.85186 0.19500 0.296
H 1.84888 -2.41786 -0.00100 0.272
O 3.19488 1.91014 -0.00500 -0.694
H 3.06888 1.18114 0.59100 0.494
H 2.87988 1.56414 -0.81400 0.303
O -2.45512 -0.57886 -0.53500 -0.511
H -3.22412 -0.84586 -0.97300 0.211
H -2.67812 -0.03186 0.23200 0.339
O -0.03312 1.30814 2.39100 -0.558
H -0.14312 0.39214 2.53700 0.220
H -0.37412 1.77314 3.18600 0.256
O -0.12512 -0.71286 -2.78400 -0.698
H 0.59488 -0.37986 -3.34600 0.294
H 0.10588 -0.37786 -1.92800 0.551
O -1.71612 -3.46086 0.78100 -0.738
H -2.58212 -3.09286 0.43000 0.332
H -1.10612 -3.26086 0.06200 0.418
O 2.35988 1.23714 -2.49900 -0.667
H 1.46688 1.54414 -2.72000 0.227
H 2.76688 1.30214 -3.33600 0.294
O 0.93788 3.83614 1.92700 -0.624
H 1.21188 4.10714 1.04900 0.293
H 0.38588 3.07214 1.73900 0.382
O -0.53512 2.43214 -0.77600 -0.653
H -0.85712 2.28514 -1.69700 0.292
H 0.20888 3.05714 -0.92200 0.271
O -2.42412 1.54814 1.18700 -0.720
H -1.55312 1.30814 1.39900 0.377
H -2.34812 2.03414 0.39700 0.364
O 2.37988 -0.32586 1.32700 -0.782
H 1.58888 -0.18486 0.78300 0.251
H 2.13288 -1.09786 1.87400 0.401
O 0.36988 0.05914 -0.36500 -0.144
H -0.01212 0.98214 -0.36100 0.198
H -0.42512 -0.48686 -0.25000 0.126
O -0.84512 -3.14586 -1.79400 -0.694
H -0.37112 -2.33686 -1.91900 0.308
H -1.69712 -2.85886 -2.12700 0.320
```

---

Entry 3:
This record from OMol25 describes a 14-piece molecular cluster, H28O14 overall in a non-equilibrium geometry. The level of theory is ωB97M-V/def2-TZVPD.

Properties
LUMO = -0.1 eV
Energy above the lowest of the compared OMol25 structures with the same formula, charge and spin = 88.93 kJ/mol
Gap between HOMO and LUMO = 10.264 eV
2S+1 = 1

XYZ file:
```
42
Properties=species:S:1:pos:R:3:mulliken_charge:R:1
O 2.57949 0.76603 -1.18416 -0.613
H 2.15799 1.51192 -1.61104 0.342
H 3.35242 1.13796 -0.75933 0.259
O -1.44534 -0.29696 -3.03771 -0.622
H -1.28288 -0.53109 -2.12391 0.317
H -1.31747 -1.11324 -3.52098 0.286
O 2.30145 1.20202 2.11997 -0.687
H 1.50970 0.84517 2.52250 0.324
H 2.05001 2.07991 1.83304 0.390
O -0.40043 0.53188 2.83184 -0.692
H -1.21541 0.80096 3.25567 0.247
H -0.32212 -0.40076 3.03255 0.274
O -0.43202 2.14828 -3.57084 -0.701
H 0.20373 2.14846 -2.85526 0.388
H -1.00971 1.40972 -3.37842 0.395
O 1.74361 -1.87344 -2.87853 -0.606
H 1.48591 -1.87871 -3.80037 0.295
H 1.83305 -0.94590 -2.65965 0.298
O -0.49003 0.05241 -0.58411 0.516
H 0.27348 0.08907 -1.16025 0.017
H -0.12480 -0.08539 0.28987 -0.043
O 0.81777 2.68973 -1.25514 -0.720
H 0.90946 2.73639 -0.30349 0.319
H 0.03815 3.21091 -1.44697 0.284
O 1.48191 -1.59987 1.43698 -0.570
H 2.25190 -2.15787 1.32751 0.245
H 1.78966 -0.72045 1.21756 0.221
O 0.23756 2.79658 1.34778 -0.666
H -0.00840 2.07994 1.93273 0.349
H -0.52104 3.38031 1.35124 0.285
O -0.47064 -2.28453 2.90548 -0.742
H 0.25568 -2.20490 2.28712 0.407
H -0.43947 -3.19598 3.19622 0.300
O -0.43174 -3.25579 -0.31803 -0.619
H -1.28693 -2.87911 -0.52538 0.314
H 0.15537 -2.50187 -0.26200 0.313
O -3.13335 0.94285 -0.22525 -0.692
H -2.19032 0.88539 -0.37898 0.196
H -3.34424 0.15191 0.27090 0.334
O -2.68616 -1.57585 1.39882 -0.591
H -1.78621 -1.66942 1.71117 0.397
H -3.08959 -2.42667 1.57085 0.252
```

---

Entry 4:
This record from OMol25 describes a 14-piece molecular cluster, H28O14 overall in a non-equilibrium geometry. The level of theory is ωB97M-V/def2-TZVPD.

Properties
LUMO = -0.9 eV
Energy above the lowest of the compared OMol25 structures with the same formula, charge and spin = 632.15 kJ/mol
Gap between HOMO and LUMO = 10.112 eV
2S+1 = 1

XYZ file:
```
42
Properties=species:S:1:pos:R:3:mulliken_charge:R:1
H 1.11579 -0.50262 -0.66091 0.295
H -0.28618 0.13292 -0.97653 0.315
H 2.05278 1.47382 0.20812 0.436
H 3.43445 1.35169 -0.32495 0.290
H 1.23712 -2.05878 3.03351 0.314
H 2.48511 -2.47864 2.43441 0.299
H 1.88524 1.21554 -1.48168 0.229
H 2.00056 2.70297 -1.22697 0.386
H -1.82555 3.37723 -0.23072 0.260
H -3.12965 2.68534 -0.16540 0.302
H 1.67365 1.73782 4.16597 0.326
H 1.21228 2.21884 2.86609 0.294
H -3.83132 -0.93670 0.03409 0.292
H -3.90090 -2.00644 1.07221 0.380
H -3.32195 -3.60066 -1.34932 0.307
H -2.10050 -4.11675 -2.16295 0.309
H 4.51297 -3.58648 -0.47533 0.284
H 5.07793 -2.14844 -0.26801 0.307
H -1.76243 -0.93514 1.86170 0.294
H -2.12482 -2.33249 1.25448 0.344
H 0.15340 5.59228 -0.14768 0.296
H -0.24369 4.12781 -0.34699 0.253
H 5.68451 -0.33644 -1.89188 0.346
H 4.32946 -0.35651 -1.24699 0.283
H -2.76048 0.83454 1.90885 0.305
H -3.49130 -0.51115 2.44021 0.415
H -2.79874 -0.90443 -3.63628 0.308
H -3.96460 -0.00456 -4.03440 0.273
O 0.48558 -0.26177 -1.38004 -0.676
O 2.97733 1.88488 0.33458 -0.691
O 1.69743 -2.86777 2.85729 -0.617
O 1.29880 2.03030 -1.39228 -0.599
O -2.43432 2.82160 -0.75218 -0.556
O 0.92799 1.53884 3.51772 -0.615
O -4.40594 -1.66412 0.35473 -0.612
O -2.76665 -3.38789 -2.10811 -0.598
O 5.14491 -2.99459 -0.76359 -0.579
O -2.41224 -1.60550 1.84741 -0.738
O -0.03228 4.97467 -0.77292 -0.552
O 4.83371 -0.92368 -1.81294 -0.629
O -3.03184 0.26765 2.73387 -0.696
O -3.59560 -0.44716 -3.31615 -0.582
```

---

Entry 5:
This record from OMol25 describes a 14-piece molecular cluster, H28O14 overall in a non-equilibrium geometry. The level of theory is ωB97M-V/def2-TZVPD.

Properties
LUMO = -0.3 eV
Energy above the lowest of the compared OMol25 structures with the same formula, charge and spin = 587.86 kJ/mol
Gap between HOMO and LUMO = 9.862 eV
2S+1 = 1

XYZ file:
```
42
Properties=species:S:1:pos:R:3:mulliken_charge:R:1
H 0.76652 -0.05355 0.29755 0.247
H -0.39564 0.80203 -0.07736 0.219
H -1.51592 -0.89830 -4.19485 0.251
H -2.78146 -1.13147 -3.32260 0.260
H 2.66125 4.47728 -0.17460 0.314
H 2.24073 3.18346 0.69737 0.319
H -3.09311 -0.98140 0.03204 0.170
H -1.71745 -1.50305 0.59853 0.143
H -2.32419 -3.56632 2.16701 0.319
H -1.24870 -2.43825 2.19453 0.301
H 1.74752 0.27595 -2.01087 0.259
H 2.81424 -0.78083 -1.94927 0.300
H 4.86531 0.60267 0.22096 0.329
H 5.82572 0.06088 -0.75432 0.305
H -2.81044 3.93443 -2.14928 0.308
H -2.72440 5.44652 -1.98388 0.291
H 1.88641 -3.00659 -0.57008 0.282
H 3.26774 -3.38663 -0.52460 0.298
H -3.19530 1.20916 3.32474 0.266
H -3.17701 0.70139 2.04569 0.246
H -1.45685 1.12095 -2.06954 0.293
H -3.03836 1.36598 -2.23907 0.222
H -0.81914 -4.74571 -2.30458 0.320
H -0.37851 -3.81787 -1.16830 0.311
H -0.87196 0.49802 4.86725 0.261
H -0.45345 1.75949 4.11922 0.293
H 3.13809 -0.22322 2.10078 0.256
H 2.06721 0.71073 1.91093 0.252
O -0.13534 0.22133 0.62244 -0.530
O -1.97078 -0.63614 -3.32743 -0.468
O 2.70760 4.09961 0.68998 -0.633
O -2.24612 -0.72644 0.37022 -0.242
O -1.38235 -3.32517 2.14222 -0.635
O 2.68394 0.20910 -1.94331 -0.586
O 5.86777 0.63415 0.01461 -0.629
O -2.34542 4.75760 -2.39846 -0.598
O 2.45506 -3.66968 -0.20466 -0.583
O -3.06255 0.39632 2.95867 -0.529
O -2.36437 0.87950 -1.81352 -0.562
O -0.76089 -3.73529 -2.05646 -0.620
O -1.23487 1.18149 4.40565 -0.555
O 2.50944 0.09786 1.45665 -0.461
```

---

Entry 6:
This record from OMol25 describes a 14-piece molecular cluster, H29O14 overall in a non-equilibrium geometry. The level of theory is ωB97M-V/def2-TZVPD.

Properties
LUMO (alpha / beta) = 0.0 / -0.2 eV
Energy above the lowest of the compared OMol25 structures with the same formula, charge and spin = 197.43 kJ/mol
Gap between HOMO and LUMO (alpha / beta) = 2.370 / 10.366 eV
2S+1 = 2

XYZ file:
```
43
Properties=species:S:1:pos:R:3:mulliken_charge:R:1
O 2.49867 -0.75796 -2.43205 -0.656
H 0.61493 -2.76811 0.25345 0.291
O -3.65472 -0.43897 3.80956 -0.605
H -2.68965 -2.59460 -1.48926 0.360
H -0.25241 0.38799 1.79329 0.391
O -0.20230 3.93283 -0.89902 -0.700
H 0.79958 3.08443 4.05767 0.290
H -0.80586 4.76429 -0.55930 0.328
O -2.43148 -2.33946 -2.32038 -0.744
H -0.53207 -3.25946 -2.15768 0.376
H -3.28869 -1.75506 -2.50543 0.319
O 2.57056 1.10329 -4.61119 -0.643
H 1.72210 1.30219 -4.98117 0.309
H 2.73887 0.20702 -4.72540 0.311
O 2.29525 -1.01589 1.37519 -0.824
H 0.73347 1.58760 1.51981 0.377
H 0.25037 4.28750 3.19110 0.234
O 1.83777 2.30833 0.36391 -0.727
H 2.70798 2.66210 0.50419 0.277
H -4.01774 -0.02291 3.12843 0.277
O 1.20033 -3.19519 0.92559 -0.410
H 1.84284 -3.85878 0.56232 0.334
H 1.60168 -0.15011 1.65307 0.339
O 0.38854 -3.84551 -1.91856 -0.667
H 3.11107 -0.10477 -2.18424 0.235
H 3.17186 -1.30642 -2.90669 0.353
O -0.41548 -0.94711 -1.60260 -0.991
H -4.05306 0.99179 -0.09822 0.272
H -0.92683 3.47339 -1.38160 0.332
O 0.40181 3.37968 3.23403 -0.433
H 2.82746 -1.15978 2.29247 0.460
H -0.90922 -1.76815 3.75053 0.386
O -1.15485 -1.19119 2.98509 -0.741
H 1.06807 -3.21749 -2.22027 0.304
H -1.26590 -0.38883 3.42688 0.196
O -3.52157 1.12372 -0.88042 -0.586
H -2.81906 0.14448 3.96328 0.324
H -3.97412 1.61897 -1.45651 0.313
O 0.58660 0.79138 2.14568 -0.695
H 0.20748 -0.72202 -2.32545 0.285
H 1.53657 -1.92460 1.33150 0.333
H -1.25535 -1.07291 -2.07328 0.504
H 1.45650 2.65431 -0.53829 0.313
```